Computed, not measured: a 9-piece molecular cluster, C51H88N4O19 overall, with ωB97M-V with the def2-TZVPD basis set.

Bonds (Å) are listed after each position.
Positions of all 162 atoms, in Å:
1 O 6.76968 6.06745 0.53633  C2 1.332, H9 0.960
2 C 5.61813 5.44407 0.78015  O1 1.332, C3 1.393, C8 1.388
3 C 5.29303 4.09582 0.64643  C2 1.393, C4 1.404, H10 1.080
4 C 3.98208 3.65860 0.89213  C3 1.404, C5 1.385, H11 1.080
5 C 3.01086 4.55858 1.29963  C4 1.385, O6 1.350, C7 1.334
6 O 1.77228 4.13316 1.62789  C5 1.350, H12 0.960
7 C 3.34084 5.82675 1.55165  C5 1.334, C8 1.390, H13 1.080
8 C 4.61521 6.28596 1.24051  C2 1.388, C7 1.390, H14 1.080
9 H 6.75911 6.99868 0.30332  O1 0.960
10 H 6.13497 3.46358 0.40605  C3 1.080
11 H 3.86786 2.58875 0.79850  C4 1.080
12 H 1.24819 4.18933 0.82553  O6 0.960
13 H 2.50923 6.48939 1.74074  C7 1.080
14 H 4.79555 7.31169 1.52645  C8 1.080
15 O -6.50850 6.39811 3.31478  C16 1.334, H23 0.960
16 C -5.45244 5.80511 2.75553  O15 1.334, C17 1.420, C22 1.341
17 C -4.94145 6.39056 1.56665  C16 1.420, C18 1.374, H24 1.080
18 C -3.84793 5.85914 0.92562  C17 1.374, C19 1.376, H25 1.080
19 C -3.21948 4.71934 1.37276  C18 1.376, O20 1.402, C21 1.321
20 O -2.08797 4.24363 0.69613  C19 1.402, H26 0.960
21 C -3.77529 4.11119 2.40538  C19 1.321, C22 1.435, H27 1.080
22 C -4.94380 4.60626 3.07576  C16 1.341, C21 1.435, H28 1.080
23 H -6.92881 5.88485 4.00869  O15 0.960
24 H -5.52161 7.26959 1.32768  C17 1.080
25 H -3.31777 6.40450 0.15887  C18 1.080
26 H -2.23560 4.41756 -0.23637  O20 0.960
27 H -3.54805 3.06266 2.52923  C21 1.080
28 H -5.50192 4.06060 3.82219  C22 1.080
29 O 4.37102 -2.71460 3.70760  C30 1.359, H37 0.960
30 C 5.71309 -2.60773 3.89550  O29 1.359, C31 1.376, C36 1.426
31 C 6.50291 -3.47035 3.17109  C30 1.376, C32 1.337, H38 1.080
32 C 7.82999 -3.37759 3.03530  C31 1.337, C33 1.378, H39 1.080
33 C 8.45613 -2.38011 3.75025  C32 1.378, O34 1.330, C35 1.477
34 O 9.77683 -2.25003 3.66544  C33 1.330, H40 0.960
35 C 7.63882 -1.41766 4.51634  C33 1.477, C36 1.369, H41 1.080
36 C 6.27909 -1.52748 4.63374  C30 1.426, C35 1.369, H42 1.080
37 H 3.87239 -1.97072 3.36175  O29 0.960
38 H 5.91796 -4.14096 2.55913  C31 1.080
39 H 8.42963 -4.13569 2.55352  C32 1.080
40 H 10.14777 -1.38953 3.45679  O34 0.960
41 H 8.09942 -0.54208 4.94950  C35 1.080
42 H 5.65054 -0.80795 5.13733  C36 1.080
43 O 2.82373 -0.34032 2.31530  C44 1.412, H51 0.960
44 C 1.43475 -0.44082 2.08356  O43 1.412, C45 1.401, C50 1.383
45 C 0.58076 0.66890 2.12463  C44 1.401, C46 1.411, H52 1.080
46 C -0.74923 0.48133 1.69079  C45 1.411, C47 1.353, H53 1.080
47 C -1.30494 -0.74677 1.57510  C46 1.353, O48 1.426, C49 1.478
48 O -2.68043 -1.04596 1.34828  C47 1.426, H54 0.960
49 C -0.37227 -1.89179 1.63533  C47 1.478, C50 1.393, H55 1.080
50 C 0.99474 -1.72992 1.84597  C44 1.383, C49 1.393, H56 1.080
51 H 3.08939 0.55364 2.08762  O43 0.960
52 H 0.95115 1.65393 2.36735  C45 1.080
53 H -1.29196 1.40374 1.54589  C46 1.080
54 H -3.29866 -1.02849 2.08251  O48 0.960
55 H -0.72400 -2.88607 1.40270  C49 1.080
56 H 1.58358 -2.63490 1.87178  C50 1.080
57 C -1.98169 -3.19478 -7.34758  O58 1.395, H66 1.090, H67 1.090, H68 1.090
58 O -1.14667 -2.91943 -6.26430  C57 1.395, C59 1.392
59 C -1.17556 -1.70172 -5.59139  O58 1.392, C60 1.559, H69 1.090, H70 1.090
60 C -1.79711 -2.03094 -4.20030  C59 1.559, N61 1.492, H71 1.090, H72 1.090
61 N -0.83152 -2.89138 -3.45551  C60 1.492, C62 1.483, H73 1.010
62 C -0.22194 -2.18220 -2.30426  N61 1.483, C63 1.511, H74 1.090, H75 1.090
63 C 1.09401 -2.81868 -1.92373  C62 1.511, O64 1.450, H76 1.090, H77 1.090
64 O 1.72782 -3.35221 -3.11328  C63 1.450, C65 1.429
65 C 3.01738 -3.80415 -2.69529  O64 1.429, H78 1.090, H79 1.090, H80 1.090
66 H -1.65627 -4.17496 -7.69608  C57 1.090
67 H -1.91456 -2.47171 -8.16045  C57 1.090
68 H -3.06158 -3.28355 -7.22903  C57 1.090
69 H -1.57979 -0.83576 -6.11563  C59 1.090
70 H -0.12296 -1.44286 -5.47674  C59 1.090
71 H -2.63291 -2.72576 -4.28264  C60 1.090
72 H -1.96193 -1.12912 -3.61067  C60 1.090
73 H -0.12915 -3.07260 -4.15832  N61 1.010
74 H -0.77159 -2.10821 -1.36590  C62 1.090
75 H -0.18808 -1.12500 -2.56750  C62 1.090
76 H 0.84004 -3.66197 -1.28151  C63 1.090
77 H 1.63797 -2.03983 -1.38932  C63 1.090
78 H 3.74971 -3.01921 -2.50645  C65 1.090
79 H 3.46669 -4.17169 -3.61787  C65 1.090
80 H 2.91165 -4.59888 -1.95683  C65 1.090
81 C -7.98267 -7.15524 -0.89419  O82 1.408, H90 1.090, H91 1.090, H92 1.090
82 O -7.42526 -6.89463 -2.16029  C81 1.408, C83 1.461
83 C -6.03159 -7.18849 -2.48525  O82 1.461, C84 1.605, H93 1.090, H94 1.090
84 C -4.91865 -6.76413 -1.40980  C83 1.605, N85 1.473, H95 1.090, H96 1.090
85 N -4.96738 -5.32569 -1.09637  C84 1.473, C86 1.548, H97 1.010
86 C -4.00240 -4.42451 -1.90351  N85 1.548, C87 1.509, H98 1.090, H99 1.090
87 C -4.25014 -2.98893 -1.50828  C86 1.509, O88 1.446, H100 1.090, H101 1.090
88 O -5.62568 -2.60840 -1.73758  C87 1.446, C89 1.408
89 C -5.69845 -1.20740 -1.61488  O88 1.408, H102 1.090, H103 1.090, H104 1.090
90 H -9.03799 -6.93854 -1.05983  C81 1.090
91 H -7.64975 -6.33801 -0.25435  C81 1.090
92 H -7.92863 -8.21042 -0.62629  C81 1.090
93 H -5.79193 -6.69877 -3.42909  C83 1.090
94 H -6.06543 -8.24583 -2.74789  C83 1.090
95 H -3.98355 -7.01135 -1.91236  C84 1.090
96 H -4.97705 -7.39465 -0.52260  C84 1.090
97 H -5.72389 -4.74655 -0.76116  N85 1.010
98 H -3.92084 -4.69539 -2.95616  C86 1.090
99 H -2.98150 -4.75917 -1.71950  C86 1.090
100 H -3.46882 -2.36910 -1.94813  C87 1.090
101 H -4.09167 -2.88251 -0.43512  C87 1.090
102 H -6.73394 -0.86700 -1.61562  C89 1.090
103 H -5.25258 -0.64222 -2.43335  C89 1.090
104 H -5.21430 -0.93519 -0.67702  C89 1.090
105 C 0.66525 2.39536 -1.41420  O106 1.419, H114 1.090, H115 1.090, H116 1.090
106 O 1.35381 3.61589 -1.63582  C105 1.419, C107 1.388
107 C 2.09755 3.66887 -2.80672  O106 1.388, C108 1.603, H117 1.090, H118 1.090
108 C 3.15775 4.86855 -2.73112  C107 1.603, N109 1.497, H119 1.090, H120 1.090
109 N 2.75352 6.18303 -3.32295  C108 1.497, C110 1.448, H121 1.010
110 C 2.69163 6.11362 -4.76836  N109 1.448, C111 1.604, H122 1.090, H123 1.090
111 C 1.57200 7.12502 -5.31257  C110 1.604, O112 1.408, H124 1.090, H125 1.090
112 O 2.11428 8.39668 -5.57701  C111 1.408, C113 1.369
113 C 1.66547 9.12484 -6.64527  O112 1.369, H126 1.090, H127 1.090, H128 1.090
114 H -0.04551 2.31535 -2.23670  C105 1.090
115 H 0.00305 2.19927 -0.57091  C105 1.090
116 H 1.33354 1.53453 -1.39246  C105 1.090
117 H 1.39768 3.68652 -3.64217  C107 1.090
118 H 2.55386 2.68296 -2.89526  C107 1.090
119 H 3.99418 4.41140 -3.25979  C108 1.090
120 H 3.40133 5.04020 -1.68264  C108 1.090
121 H 3.41920 6.91314 -3.11340  N109 1.010
122 H 2.44099 5.14415 -5.19892  C110 1.090
123 H 3.62565 6.12068 -5.33019  C110 1.090
124 H 0.70833 7.29486 -4.66967  C111 1.090
125 H 1.22611 6.71563 -6.26170  C111 1.090
126 H 1.95545 8.35177 -7.35686  C113 1.090
127 H 2.35348 9.96818 -6.70460  C113 1.090
128 H 0.61065 9.38076 -6.74501  C113 1.090
129 C 0.04561 -4.19869 4.67976  O130 1.416, H138 1.090, H139 1.090, H140 1.090
130 O -1.11394 -4.12289 5.48940  C129 1.416, C131 1.420
131 C -1.13495 -3.00888 6.36967  O130 1.420, C132 1.588, H141 1.090, H142 1.090
132 C -2.64531 -2.68695 6.74061  C131 1.588, N133 1.428, H143 1.090, H144 1.090
133 N -3.46418 -2.29799 5.63768  C132 1.428, C134 1.458, H145 1.010
134 C -2.88013 -1.08105 5.08726  N133 1.458, C135 1.629, H146 1.090, H147 1.090
135 C -3.99753 -0.18094 4.31578  C134 1.629, O136 1.456, H148 1.090, H149 1.090
136 O -4.54523 -0.75597 3.09508  C135 1.456, C137 1.459
137 C -5.32806 0.24491 2.37794  O136 1.459, H150 1.090, H151 1.090, H152 1.090
138 H 0.96067 -3.88070 5.17941  C129 1.090
139 H -0.15522 -3.49969 3.86788  C129 1.090
140 H 0.04570 -5.16758 4.18040  C129 1.090
141 H -0.59443 -2.11889 6.04744  C131 1.090
142 H -0.50723 -3.32719 7.20198  C131 1.090
143 H -2.68226 -2.07624 7.64269  C132 1.090
144 H -3.19911 -3.52967 7.15442  C132 1.090
145 H -3.22361 -3.14769 5.14754  N133 1.010
146 H -2.09699 -1.25068 4.34833  C134 1.090
147 H -2.34106 -0.50521 5.83954  C134 1.090
148 H -3.67630 0.85301 4.18986  C135 1.090
149 H -4.73647 -0.03657 5.10396  C135 1.090
150 H -5.68758 1.01158 3.06428  C137 1.090
151 H -6.06275 -0.55764 2.31289  C137 1.090
152 H -4.88397 0.62122 1.45638  C137 1.090
153 O 4.27527 0.99705 -2.00232  C154 1.212
154 C 4.79183 0.15038 -1.30508  O153 1.212, O155 1.400, O158 1.424
155 O 5.51439 -0.91864 -1.84943  C154 1.400, C156 1.400
156 C 5.89101 -1.86929 -0.89335  O155 1.400, C157 1.524, H159 1.090, H160 1.090
157 C 5.85146 -1.04814 0.39046  C156 1.524, O158 1.453, H161 1.090, H162 1.090
158 O 5.05750 0.13233 0.09408  C154 1.424, C157 1.453
159 H 5.21736 -2.72137 -0.80259  C156 1.090
160 H 6.90519 -2.25602 -0.99327  C156 1.090
161 H 6.76534 -0.84542 0.94890  C157 1.090
162 H 5.42923 -1.75200 1.10767  C157 1.090

As for the maximum force: 4.11 eV Å⁻¹. As for the HOMO energy: -0.2858 Ha. As for the SMILES: Oc1ccc(O)cc1.Oc1ccc(O)cc1.Oc1ccc(O)cc1.Oc1ccc(O)cc1.COCCNCCOC.COCCNCCOC.COCCNCCOC.COCCNCCOC.O=C1OCCO1. As for the net charge: 0. As for the spin multiplicity: 1. The molecular weight is 1061.3 g/mol. For the electronic energy, the calculation gives -99162.0403 eV. The orbital gap is 0.2984 hartree.

Löwdin population analysis, charges in e, atoms 1 to 4:
1 O 0.055
2 C -0.349
3 C 0.003
4 C 0.006